{"formula": "C27H35B2BrF5N4O6P", "method": "wB97M-V/def2-TZVPD", "e_homo_ev": -8.2255, "total_charge": 0, "energy_ev": -141091.048, "mol_weight_g_mol": 739.091, "smiles": "CB(O)c1cc(CCCC(F)(F)C(F)(F)F)c(C[C@H](C)Br)c2nc(CP(=O)(O)O)c(CB(O)O)nc12.c1cc[nH]c1.c1cc[nH]c1", "largest_force_ev_per_a": 2.1, "lumo_ev": -0.721, "elements": ["C", "B", "O", "C", "C", "C", "C", "C", "C", "C", "F", "F", "C", "F", "F", "F", "C", "C", "C", "C", "Br", "C", "N", "C", "C", "P", "O", "O", "O", "C", "C", "B", "O", "O", "N", "C", "H", "H", "H", "H", "H", "H", "H", "H", "H", "H", "H", "H", "H", "H", "H", "H", "H", "H", "H", "H", "H", "H", "H", "H", "H", "N", "C", "C", "C", "C", "H", "H", "H", "H", "H", "N", "C", "C", "C", "C", "H", "H", "H", "H", "H"], "xyz": [[-4.487, -0.122, 1.054], [-3.055, -0.762, 0.935], [-2.825, -2.060, 1.422], [-1.798, -0.033, 0.262], [-0.880, 0.513, 1.106], [0.301, 1.178, 0.610], [1.270, 1.729, 1.653], [2.142, 0.555, 2.169], [3.316, 1.016, 3.066], [4.518, 0.067, 3.007], [4.861, -0.175, 1.714], [5.600, 0.708, 3.547], [4.331, -1.275, 3.790], [4.834, -2.279, 3.045], [4.969, -1.275, 4.964], [3.045, -1.573, 4.039], [0.461, 1.264, -0.752], [1.676, 1.995, -1.322], [2.577, 1.150, -2.246], [3.076, -0.171, -1.632], [4.205, 2.252, -2.563], [-0.491, 0.681, -1.647], [-0.258, 0.782, -2.991], [-1.150, 0.192, -3.750], [-0.884, 0.248, -5.256], [0.380, -1.014, -5.704], [1.522, -0.321, -6.303], [0.841, -1.905, -4.429], [-0.344, -2.045, -6.727], [-2.296, -0.496, -3.203], [-3.267, -1.189, -4.193], [-4.673, -1.598, -3.535], [-5.847, -1.161, -4.179], [-4.847, -2.363, -2.425], [-2.582, -0.584, -1.924], [-1.627, 0.029, -1.155], [-5.218, -0.897, 1.336], [-4.482, 0.623, 1.874], [-4.825, 0.410, 0.153], [-2.199, -1.949, 2.155], [-0.992, 0.454, 2.195], [1.862, 2.584, 1.309], [0.640, 2.105, 2.478], [2.487, -0.058, 1.327], [1.484, -0.062, 2.803], [3.711, 1.996, 2.745], [3.028, 1.162, 4.119], [1.300, 2.834, -1.938], [2.295, 2.467, -0.552], [2.163, 0.970, -3.241], [3.895, -0.556, -2.259], [3.535, 0.063, -0.658], [2.299, -0.946, -1.544], [-0.398, 1.218, -5.425], [-1.795, 0.199, -5.859], [1.388, -1.312, -3.887], [-0.079, -2.933, -6.435], [-2.706, -2.031, -4.632], [-3.495, -0.425, -4.952], [-5.957, -1.778, -4.917], [-4.021, -2.744, -2.103], [4.382, 5.073, 1.310], [3.970, 6.158, 2.035], [4.548, 6.081, 3.274], [5.344, 4.904, 3.298], [5.223, 4.306, 2.071], [4.109, 4.869, 0.365], [3.304, 6.888, 1.607], [4.416, 6.789, 4.076], [5.938, 4.540, 4.120], [5.660, 3.404, 1.675], [-5.685, -4.087, 4.101], [-4.832, -3.581, 3.155], [-4.662, -4.536, 2.188], [-5.447, -5.660, 2.563], [-6.067, -5.352, 3.744], [-5.984, -3.605, 4.928], [-4.423, -2.592, 3.253], [-4.046, -4.440, 1.311], [-5.545, -6.589, 2.025], [-6.743, -5.920, 4.360]], "atomic_forces_ev_per_a": [[-0.1, -0.3, 0.1], [-0.1, -0.4, -0.9], [-0.2, 1.2, 0.6], [-0.8, -0.3, 0.7], [1.1, 0.5, -0.4], [-0.7, 0.0, 0.3], [-0.5, -0.4, 0.0], [-0.2, 0.4, 0.8], [0.3, 0.1, -0.3], [-0.2, 1.3, 0.3], [-0.3, -0.3, 0.3], [-0.2, -0.3, 0.1], [0.5, -1.0, -0.4], [-0.2, 0.2, 0.3], [-0.2, 0.3, -0.3], [0.2, 0.3, -0.2], [1.0, 0.3, 0.2], [-0.6, 0.2, -1.1], [0.5, -0.4, 0.5], [0.6, 0.6, -0.2], [-0.3, -0.1, -0.1], [0.4, 0.3, -0.1], [-0.8, -0.5, 0.1], [-0.1, 0.2, -0.1], [0.0, -0.1, 1.1], [0.5, 0.9, -1.4], [0.2, 0.1, 0.1], [-1.0, 0.4, -0.4], [0.4, -0.2, 1.8], [-1.3, -0.9, -1.0], [0.5, 0.9, 0.9], [-0.5, 0.0, -0.1], [0.7, -0.7, 0.1], [0.3, -0.2, -0.4], [1.8, 0.9, -0.8], [-0.2, -0.1, 1.7], [0.1, 0.3, -0.2], [0.1, -0.2, -0.3], [0.2, -0.2, 0.2], [0.4, -0.7, -0.4], [-0.1, 0.0, -0.3], [-0.1, -0.3, 0.0], [0.4, 0.0, -0.2], [0.0, 0.2, 0.2], [0.2, -0.1, -0.5], [-0.1, -0.4, -0.1], [0.0, -0.2, -0.3], [0.1, -0.3, 0.2], [-0.2, -0.4, -0.1], [0.0, 0.4, 0.3], [-0.4, 0.0, 0.2], [-0.3, -0.4, -0.2], [0.0, 0.3, 0.1], [0.0, -0.4, -0.2], [0.3, -0.2, 0.1], [0.1, -0.3, 0.0], [-0.2, -0.1, -0.5], [-0.4, 0.2, -0.2], [0.1, -0.6, -0.1], [-0.4, 0.4, -0.1], [-0.1, 0.3, 0.3], [0.0, 0.0, 0.0], [-0.1, 0.0, 0.0], [0.0, 0.0, 0.0], [0.0, 0.0, 0.0], [0.0, -0.1, -0.1], [0.1, 0.0, 0.0], [0.0, 0.0, 0.0], [0.0, 0.0, 0.0], [0.0, 0.0, 0.0], [0.0, 0.0, 0.0], [0.0, 0.0, -0.1], [-0.1, 0.0, 0.1], [0.0, 0.0, 0.0], [0.0, 0.0, 0.0], [0.0, 0.0, 0.1], [0.0, 0.0, 0.0], [0.0, 0.0, 0.0], [0.0, 0.1, 0.0], [0.0, 0.0, 0.0], [0.0, 0.0, 0.0]]}

=====

{"formula": "C27H35BrN4P2Re", "method": "wB97M-V/def2-TZVPD", "e_homo_ev": [-12.9816, -12.9776], "total_charge": 2, "energy_ev": -125254.532, "mol_weight_g_mol": 743.664, "spin_multiplicity": 4, "s2": 3.7749, "de_lowest_kcal_mol": 48.2, "largest_force_ev_per_a": 4.1, "lumo_ev": [-7.582, -9.648], "elements": ["Re", "C", "C", "C", "C", "C", "C", "C", "C", "C", "H", "H", "H", "H", "H", "H", "H", "H", "H", "H", "H", "H", "H", "H", "H", "P", "P", "N", "N", "N", "N", "C", "C", "C", "C", "C", "C", "C", "C", "C", "C", "C", "C", "C", "C", "C", "C", "C", "C", "H", "H", "H", "H", "H", "H", "H", "H", "H", "H", "H", "H", "H", "H", "H", "H", "H", "H", "H", "H", "Br"], "xyz": [[0.335, 1.066, 1.801], [-0.970, -3.714, 0.089], [-0.157, -3.436, -0.933], [-0.485, -3.014, -2.324], [-1.824, -2.268, -2.558], [-2.219, -1.185, -1.595], [-2.316, -1.183, -0.250], [-2.944, -2.234, 0.575], [-2.462, -3.632, 0.128], [0.777, 3.079, 2.227], [-0.506, -4.091, 1.010], [0.902, -3.697, -0.813], [-0.420, -3.859, -3.038], [0.333, -2.362, -2.655], [-1.722, -1.807, -3.555], [-2.625, -3.010, -2.665], [-2.625, -0.315, -2.132], [-2.060, -0.287, 0.310], [-4.049, -2.165, 0.546], [-2.654, -2.064, 1.613], [-2.834, -4.381, 0.839], [-2.910, -3.867, -0.846], [1.377, 3.064, 3.153], [-0.122, 3.695, 2.426], [1.347, 3.568, 1.422], [-0.450, 1.746, -0.174], [1.722, -0.168, 0.612], [-2.317, 2.046, -0.050], [-0.284, 3.390, -0.922], [1.550, -1.871, 1.276], [3.548, -0.164, 0.664], [0.158, 0.637, -1.529], [1.373, -0.260, -1.168], [-2.962, 2.368, 1.139], [-4.320, 2.530, 0.876], [-4.510, 2.319, -0.520], [-3.257, 2.034, -1.062], [-0.843, 4.559, -0.414], [-0.558, 5.602, -1.286], [0.190, 5.059, -2.371], [0.355, 3.704, -2.115], [0.700, -2.075, 2.340], [1.023, -3.277, 2.956], [2.057, -3.878, 2.196], [2.333, -3.010, 1.133], [4.509, -1.042, 0.188], [5.777, -0.527, 0.445], [5.591, 0.728, 1.086], [4.220, 0.934, 1.188], [0.391, 1.225, -2.418], [-0.697, -0.006, -1.780], [1.238, -1.320, -1.439], [2.285, 0.095, -1.671], [-2.401, 2.417, 2.067], [-5.066, 2.763, 1.621], [-5.443, 2.343, -1.068], [-2.950, 1.781, -2.068], [-1.326, 4.546, 0.555], [-0.839, 6.627, -1.128], [0.579, 5.579, -3.232], [0.924, 2.947, -2.630], [-0.028, -1.314, 2.627], [0.500, -3.662, 3.818], [2.533, -4.824, 2.376], [2.992, -3.130, 0.286], [4.265, -1.954, -0.314], [6.710, -1.001, 0.198], [6.356, 1.404, 1.431], [3.665, 1.765, 1.586], [1.539, 0.435, 3.917]], "atomic_forces_ev_per_a": [[0.7, 0.1, 2.6], [0.6, -0.2, 0.1], [0.0, -0.9, 0.1], [0.0, 0.3, -0.2], [0.7, 0.0, -0.7], [-0.3, -0.8, -2.4], [-0.8, 0.2, 1.6], [0.5, -1.1, 0.4], [-0.8, 0.0, -0.2], [0.8, 0.7, -0.7], [-0.2, 0.1, -0.4], [-0.3, 0.2, 0.1], [-0.2, 0.2, 0.4], [-0.3, 0.0, -0.1], [-0.3, -0.1, 0.4], [-0.3, 0.2, 0.2], [0.3, 0.1, 0.5], [-0.2, 0.4, -0.2], [0.4, 0.2, -0.2], [-0.1, 0.1, 0.1], [0.0, 0.2, -0.2], [0.1, -0.1, 0.3], [-0.2, 0.0, -0.5], [0.1, -0.5, -0.2], [-0.3, 0.1, 0.4], [-1.9, 3.6, -0.7], [2.4, -0.8, 0.0], [1.5, -1.1, -0.6], [0.4, -1.5, 0.5], [-0.2, 0.4, -0.5], [-1.9, 1.0, 0.3], [-0.2, -0.2, -0.6], [0.1, 0.1, 0.0], [-0.5, -0.5, -0.2], [1.1, -0.2, 0.1], [1.0, -0.3, -0.2], [-0.6, -0.1, 0.5], [0.4, 0.5, -0.3], [-0.1, -1.3, 0.7], [0.1, -1.2, 0.4], [0.1, 0.8, -0.1], [0.9, 1.3, -0.8], [0.9, -1.7, -0.2], [-1.3, 0.5, 1.0], [-0.4, 1.1, 0.3], [1.0, 0.0, 0.1], [-1.4, 0.1, 0.1], [-1.2, -0.1, -0.2], [0.8, -0.2, 0.1], [-0.3, -0.2, 0.1], [0.3, 0.3, -0.2], [0.0, 0.6, 0.1], [-0.3, 0.0, 0.0], [-0.2, 0.1, -0.1], [0.0, 0.1, -0.1], [0.2, 0.1, 0.1], [-0.1, 0.4, 0.0], [-0.1, 0.1, -0.3], [-0.1, 0.1, -0.1], [0.0, 0.0, 0.1], [0.0, 0.4, -0.2], [0.0, -0.6, -0.1], [0.2, -0.1, 0.0], [0.0, -0.1, 0.0], [-0.1, -0.1, 0.3], [0.0, 0.0, -0.2], [0.0, -0.1, 0.0], [-0.1, 0.0, 0.0], [0.0, 0.0, 0.1], [-0.3, -0.2, 0.2]]}

=====

{"formula": "C27H35Cl3GeN6O6PReS2Te", "method": "wB97M-V/def2-TZVPD", "e_homo_ev": [-12.7613, -12.8326], "total_charge": 2, "energy_ev": -184252.459, "mol_weight_g_mol": 1127.497, "spin_multiplicity": 3, "s2": 2.0134, "de_lowest_kcal_mol": 0.0, "largest_force_ev_per_a": 0.6, "lumo_ev": [-5.641, -6.102], "elements": ["Re", "N", "C", "C", "C", "C", "C", "C", "C", "C", "N", "C", "H", "H", "H", "H", "H", "H", "H", "H", "N", "C", "C", "C", "C", "C", "C", "S", "O", "O", "N", "C", "N", "C", "C", "C", "N", "H", "H", "H", "H", "H", "H", "H", "H", "H", "O", "S", "C", "C", "C", "C", "H", "H", "H", "H", "H", "H", "H", "H", "Cl", "Ge", "Cl", "Cl", "C", "C", "O", "P", "O", "Te", "O", "C", "C", "H", "H", "H", "H", "H", "H", "H", "H", "H", "H"], "xyz": [[0.340, -0.468, 0.444], [-1.586, -0.838, -0.552], [-2.492, -1.555, 0.323], [-3.693, -2.060, -0.084], [-4.523, -2.745, 0.830], [-4.138, -2.906, 2.130], [-2.895, -2.397, 2.575], [-2.427, -2.535, 3.902], [-1.210, -2.025, 4.250], [-0.431, -1.388, 3.271], [-0.832, -1.245, 2.018], [-2.070, -1.731, 1.656], [-1.462, -1.346, -1.422], [-1.941, 0.082, -0.820], [-4.011, -1.936, -1.112], [-5.469, -3.142, 0.489], [-4.774, -3.426, 2.834], [-3.043, -3.049, 4.630], [-0.816, -2.113, 5.251], [0.552, -1.011, 3.518], [8.143, 1.164, -0.126], [6.990, 0.681, 0.412], [6.416, 1.298, 1.538], [5.248, 0.816, 2.083], [4.611, -0.279, 1.490], [5.162, -0.899, 0.371], [6.341, -0.425, -0.161], [3.150, -0.859, 2.202], [2.862, -2.180, 1.589], [3.220, -0.805, 3.625], [1.909, 0.040, 1.666], [1.554, 1.325, 2.004], [2.239, 2.192, 2.717], [1.655, 3.386, 2.854], [0.434, 3.719, 2.281], [-0.200, 2.745, 1.530], [0.355, 1.542, 1.399], [8.695, 1.816, 0.404], [8.654, 0.600, -0.782], [6.918, 2.138, 1.999], [4.834, 1.276, 2.969], [4.688, -1.769, -0.062], [6.790, -0.927, -1.009], [2.196, 4.115, 3.447], [-0.002, 4.696, 2.418], [-1.145, 2.900, 1.026], [1.616, 0.027, -1.030], [1.865, 1.141, -2.079], [3.098, 0.411, -3.151], [4.052, 1.566, -3.434], [4.371, 2.175, -2.066], [3.050, 2.265, -1.285], [2.597, -0.020, -4.015], [3.570, -0.379, -2.562], [3.580, 2.302, -4.089], [4.941, 1.205, -3.949], [4.834, 3.156, -2.152], [5.061, 1.527, -1.526], [2.600, 3.256, -1.300], [3.138, 1.927, -0.251], [0.828, -4.487, 1.155], [1.431, -2.676, 0.173], [2.803, -3.255, -1.369], [0.050, -0.466, -3.875], [-5.400, 2.169, -3.349], [-4.090, 1.681, -2.790], [-3.125, 2.762, -2.903], [-1.575, 2.502, -2.799], [-1.158, 1.733, -1.607], [-0.836, 1.459, -4.899], [-0.984, 3.938, -3.000], [-1.486, 5.118, -2.277], [-2.343, 5.956, -3.186], [-6.171, 1.412, -3.212], [-5.315, 2.376, -4.415], [-5.720, 3.075, -2.838], [-3.707, 0.820, -3.349], [-4.164, 1.417, -1.733], [-0.587, 5.644, -1.963], [-2.021, 4.779, -1.389], [-1.781, 6.277, -4.061], [-2.666, 6.848, -2.648], [-3.229, 5.412, -3.510]], "atomic_forces_ev_per_a": [[0.3, -0.4, 0.4], [0.1, 0.2, -0.2], [0.0, -0.1, 0.1], [0.0, 0.0, 0.0], [0.0, 0.0, 0.0], [0.0, 0.0, 0.0], [-0.1, -0.1, 0.0], [0.0, 0.0, 0.0], [0.0, 0.0, -0.1], [0.0, -0.1, 0.1], [-0.1, 0.0, 0.0], [0.1, 0.1, -0.1], [0.0, -0.1, -0.1], [-0.1, 0.0, 0.0], [0.0, 0.0, 0.0], [0.0, 0.0, 0.0], [0.0, 0.0, 0.0], [0.0, 0.0, 0.0], [0.0, 0.0, 0.0], [0.0, 0.0, 0.0], [0.0, 0.0, 0.0], [0.0, 0.0, 0.1], [0.0, 0.0, 0.0], [0.0, 0.0, -0.1], [0.1, 0.1, 0.0], [0.0, 0.0, 0.0], [0.0, 0.0, 0.0], [0.1, 0.1, 0.3], [0.0, -0.1, -0.1], [-0.1, 0.0, -0.1], [0.0, 0.1, 0.2], [0.0, -0.3, -0.2], [-0.1, 0.0, 0.0], [0.0, 0.1, 0.0], [0.0, 0.0, 0.0], [0.0, 0.0, 0.0], [-0.1, 0.2, -0.1], [0.0, 0.0, 0.0], [0.0, 0.0, 0.0], [0.0, 0.0, 0.0], [0.0, 0.0, 0.0], [0.0, 0.0, 0.0], [0.0, 0.0, 0.0], [0.0, 0.0, 0.0], [0.0, 0.0, 0.0], [0.0, 0.0, 0.0], [0.1, 0.2, -0.5], [0.0, 0.2, 0.2], [0.2, 0.1, -0.1], [0.0, 0.0, 0.0], [0.0, 0.0, 0.0], [0.1, 0.0, 0.0], [0.1, 0.1, 0.0], [0.0, 0.0, 0.0], [0.0, 0.0, 0.0], [0.0, 0.0, 0.0], [0.0, 0.0, 0.0], [0.0, 0.0, 0.0], [0.0, 0.0, 0.0], [0.0, 0.0, 0.0], [0.1, 0.1, -0.1], [-0.2, -0.1, 0.5], [0.0, 0.0, 0.0], [-0.6, -0.2, -0.2], [-0.1, 0.0, 0.0], [0.1, 0.0, 0.0], [-0.1, 0.0, -0.1], [0.1, 0.1, -0.2], [-0.1, 0.0, 0.2], [0.0, -0.1, 0.1], [0.0, 0.1, 0.1], [0.1, -0.1, 0.0], [0.0, 0.1, 0.0], [0.0, 0.0, 0.0], [0.0, 0.0, 0.0], [0.0, 0.0, 0.0], [0.0, 0.0, 0.0], [0.0, 0.0, 0.0], [0.0, 0.0, 0.0], [-0.1, 0.0, 0.0], [0.0, 0.0, 0.0], [0.0, 0.0, 0.0], [0.0, 0.0, 0.0]]}